Entry from the Open Molecules 2025 dataset: a molecular structure, C33H90Cl2FN2O18P2S2 (ωB97M-V/def2-TZVPD).

- frontier orbital gap (eV) = 5.536
- maximum force (eV Å⁻¹) = 8.95
- total charge = -1
- total energy (Ha) = -5273.81159
- HOMO (hartree) = -0.1914

Each line ends with the Löwdin charge.
CARTESIAN COORDINATES (ANGSTROEM)
C  0.885108  1.546172  5.113362  -0.154
C  0.368953  2.499509  3.833260  -0.322
C  0.128735  1.478878  2.614782  -0.580
Cl  1.926771  1.260011  2.021741  0.553
P  -0.936225  2.031195  1.106316  0.605
C  -1.361297  0.177875  0.991804  -0.271
C  -0.245225  -0.963373  0.815486  -0.259
C  0.590805  -1.099042  -0.562612  -0.224
C  1.436795  -2.537803  -0.696539  -0.249
S  2.504265  -2.948820  0.776837  0.525
O  3.345035  -4.222612  0.370131  -0.474
O  1.692070  -3.416821  2.046277  -0.418
Cl  3.952257  -1.481919  1.241658  0.371
C  -2.674504  2.095958  1.989296  -0.307
C  -2.809078  1.758372  3.515864  -0.205
C  -4.413420  1.341973  3.789481  -0.177
O  -4.790850  0.073849  3.123542  -0.120
C  -4.591196  -1.075381  4.019360  -0.274
C  -3.442102  -2.236934  3.787369  -0.001
O  -5.388440  -1.140452  5.120553  -0.060
C  -0.939863  3.886541  1.517291  -0.255
C  0.288013  4.848180  1.537790  -0.392
C  -0.132121  6.259860  0.725299  -0.137
C  1.816410  4.544717  1.204398  -0.168
O  -2.083153  2.126308  -0.265543  -0.306
C  -1.567212  2.445709  -1.596117  -0.342
F  -1.881793  3.938864  -1.652428  -0.259
C  -2.316484  2.065481  -2.978334  -0.120
C  -2.704671  0.590805  -3.406644  -0.209
C  -3.348452  -0.450838  -2.336798  -0.190
C  -4.520474  0.126304  -1.360882  -0.237
N  -5.848380  -0.576271  -1.716464  -0.071
C  0.094333  2.412566  -1.466209  -0.669
S  0.418987  4.237379  -1.987941  0.751
P  1.165323  1.714407  -2.896954  0.861
N  0.692266  0.133294  -3.496086  -0.200
O  2.754003  1.452704  -2.136567  -0.361
O  0.395838  2.040068  -0.061676  -0.389
H  1.051976  2.220791  6.052957  0.068
H  1.919237  1.013560  4.845291  0.067
H  0.074157  0.691016  5.272269  0.072
H  1.257947  3.278326  3.709351  0.092
H  -0.524315  3.104463  4.255731  0.087
H  -0.266363  0.475183  3.129551  0.086
H  -2.140277  0.009952  0.100385  0.084
H  -1.966907  -0.248987  1.935346  0.086
H  -0.867589  -1.990730  0.855530  0.120
H  0.502604  -1.120051  1.734873  0.081
H  -0.224104  -1.185429  -1.431854  0.102
H  1.386541  -0.264460  -0.749242  0.083
H  0.608772  -3.389550  -0.771899  0.126
H  2.134736  -2.486190  -1.634432  0.117
H  -3.330201  1.312689  1.362333  0.088
H  -3.266989  3.105851  1.741446  0.118
H  -2.653219  2.695066  4.240775  0.122
H  -2.211673  0.873755  3.992274  0.100
H  -4.611398  1.352656  4.942915  0.124
H  -5.058544  2.220198  3.307635  0.141
H  -3.397989  -2.874813  4.771846  0.100
H  -2.397944  -1.751521  3.564270  0.084
H  -3.762079  -2.940333  2.890623  0.083
H  -1.516745  4.014638  2.563349  0.097
H  -1.772485  4.360401  0.795641  0.104
H  0.373399  5.295447  2.653729  0.129
H  -0.621523  7.051869  1.473258  0.079
H  0.800032  6.811476  0.269074  0.065
H  -0.861717  6.067154  -0.169520  0.045
H  2.449711  4.033355  2.082580  0.061
H  2.102912  3.937546  0.256161  0.027
H  2.384379  5.592601  1.084841  0.086
H  -3.317040  2.722730  -3.006458  0.132
H  -1.659211  2.544609  -3.856122  0.129
H  -3.549963  0.704595  -4.250584  0.127
H  -1.857762  -0.021846  -3.986601  0.094
H  -2.459160  -0.998446  -1.793253  0.090
H  -3.860158  -1.307257  -2.996639  0.101
H  -4.621202  1.289801  -1.309431  0.106
H  -4.280824  -0.256419  -0.255851  0.111
H  -6.487094  -0.541506  -0.865730  0.067
H  -5.658355  -1.619908  -1.810140  0.058
H  0.314442  4.270700  -3.413840  -0.084
H  1.362038  -0.642301  -3.283717  0.033
H  0.354822  0.108372  -4.481910  0.004
H  2.812974  2.252991  -1.508757  0.055
C  5.422708  5.403232  0.309896  -0.161
O  4.341869  4.652835  -0.212621  -0.159
H  5.268601  6.459030  0.074985  0.080
H  5.465271  5.275909  1.394382  0.077
H  6.356627  5.063679  -0.144560  0.072
H  4.506187  3.721000  0.011189  0.083
C  0.573773  -0.678066  -7.705217  -0.162
O  -0.072145  -0.837699  -6.455561  -0.149
H  0.532617  0.374678  -7.994487  0.078
H  1.617670  -0.989552  -7.619254  0.079
H  0.063310  -1.281248  -8.459954  0.072
H  -0.019682  -1.780849  -6.225075  0.086
C  -6.612979  3.747153  -1.425878  -0.166
O  -7.693817  2.996756  -1.948394  -0.137
H  -6.767085  4.802951  -1.660789  0.079
H  -6.570415  3.619829  -0.341391  0.077
H  -5.679060  3.407600  -1.880333  0.060
H  -7.529500  2.064922  -1.724584  0.066
C  -5.815959  -4.931483  1.135594  -0.165
O  -5.731899  -3.520335  1.212565  -0.140
H  -5.741477  -5.235239  0.088777  0.075
H  -4.994584  -5.377738  1.701572  0.075
H  -6.774786  -5.262988  1.541534  0.077
H  -5.800826  -3.280703  2.152370  0.065
C  -1.918305  -3.925829  -2.433745  -0.155
O  -3.131819  -3.347978  -2.878493  -0.150
H  -1.100911  -3.226446  -2.624458  0.065
H  -1.980681  -4.126350  -1.361349  0.080
H  -1.734692  -4.854833  -2.978970  0.077
H  -3.838197  -3.990814  -2.696289  0.089
C  2.492231  -3.942168  5.820360  -0.156
O  3.529517  -4.389807  4.967137  -0.133
H  2.741301  -4.205788  6.850947  0.057
H  2.394007  -2.856972  5.737687  0.079
H  1.553709  -4.426206  5.539443  0.079
H  3.280812  -4.141954  4.060428  0.058
C  -0.345538  0.971719  -11.545239  -0.160
O  0.618363  0.367687  -10.702404  -0.138
H  -1.142901  1.392768  -10.928336  0.083
H  0.124665  1.770426  -12.124127  0.075
H  -0.766212  0.219416  -12.216881  0.074
H  1.312694  0.003391  -11.277381  0.086
C  5.717204  1.707187  -4.194354  -0.174
O  4.503690  2.285039  -4.639102  -0.143
H  6.534597  2.406571  -4.385067  0.076
H  5.654828  1.506667  -3.121957  0.068
H  5.900817  0.778183  -4.739578  0.071
H  3.797312  1.642203  -4.456897  0.046
C  2.541062  -6.151502  9.943043  -0.170
O  2.553116  -4.762648  9.668694  -0.137
H  1.686444  -6.379543  10.584344  0.078
H  2.450185  -6.707959  9.006971  0.075
H  3.464144  -6.430341  10.457045  0.073
H  3.321531  -4.590598  9.098303  0.072
C  5.867877  -6.826106  -1.239523  -0.175
O  5.628796  -7.139448  0.120251  -0.133
H  6.593529  -7.534992  -1.645172  0.074
H  4.933858  -6.902308  -1.801606  0.073
H  6.269866  -5.812876  -1.315683  0.074
H  4.981696  -6.494378  0.452747  0.067
C  8.035240  -0.880493  1.991746  -0.168
O  6.861670  -0.427376  2.641168  -0.143
H  8.905826  -0.572290  2.575469  0.078
H  8.015013  -1.970683  1.919562  0.077
H  8.093855  -0.439537  0.993671  0.074
H  6.106500  -0.715462  2.100676  -0.017

Cartesian forces, eV/Å:
0.130 -0.037 -0.728
1.487 -0.355 2.412
1.100 1.208 2.059
-0.932 -0.747 0.749
-2.732 -0.706 1.045
-0.633 -3.795 -1.210
0.356 -2.565 0.524
-0.026 -0.497 -0.249
-1.870 1.671 -0.817
0.324 -8.436 2.979
-2.319 4.973 0.477
2.464 3.173 -4.327
-1.440 -0.553 -0.555
-2.433 -0.657 -0.181
-2.417 -0.051 1.492
0.745 2.368 0.428
1.550 -2.187 2.692
-3.753 0.766 5.049
-0.700 0.343 -0.181
5.071 0.171 -6.884
-1.555 1.894 0.025
0.644 3.522 1.189
0.045 0.682 -0.128
2.078 0.268 0.239
1.320 1.086 -5.621
-0.972 1.403 2.548
-1.080 -2.005 0.026
-0.475 0.824 -0.633
-0.970 -1.450 -1.518
-0.202 -0.282 -0.978
0.632 -1.478 1.631
0.184 -0.495 1.107
-1.890 -0.365 1.347
2.722 0.404 -0.576
0.692 -0.060 -1.057
1.333 -0.520 0.804
-2.483 1.326 0.554
-0.666 1.181 -3.180
-0.475 -1.457 -1.568
-2.325 1.215 0.530
1.702 1.874 0.042
-2.085 -1.714 -0.302
1.243 -1.262 -1.161
1.189 2.101 -1.549
1.865 0.239 1.990
1.393 1.282 -1.803
1.230 1.916 -0.126
-1.611 0.786 -1.948
2.059 0.483 1.631
-1.803 -1.270 0.375
2.311 1.405 0.546
-1.125 -0.375 2.015
1.325 1.592 1.749
1.449 -2.011 0.815
-0.202 -1.927 -1.610
-0.693 1.565 -1.209
0.105 -0.499 -2.203
1.202 -2.203 0.881
-0.208 1.448 -1.974
-2.147 -0.876 0.304
0.773 1.627 1.723
1.644 -0.485 -2.216
2.027 -1.180 1.309
-0.182 -1.218 -2.270
0.836 -1.840 -1.572
-1.649 -1.168 0.918
1.293 0.262 1.809
-1.764 0.902 -1.755
-1.039 1.145 1.663
-1.456 -2.263 0.163
2.291 -1.489 0.379
-1.228 -1.028 2.023
1.817 0.010 1.802
-1.606 1.599 1.515
-1.938 1.253 -0.609
1.232 2.107 1.509
0.152 -2.255 -0.392
-0.102 1.219 -2.186
1.162 0.088 -1.342
-0.070 1.866 0.172
-0.003 -0.686 1.986
-1.063 0.823 -0.284
0.769 0.266 1.005
-0.038 -1.587 -1.209
-0.044 -0.301 0.000
0.278 -0.438 -0.199
-0.076 -0.189 -0.018
0.192 0.174 0.064
0.200 0.202 0.116
-0.174 0.509 -0.073
0.051 -0.069 -0.137
-0.148 -0.470 0.613
-0.037 -0.246 0.101
0.086 0.083 -0.238
0.155 0.156 -0.167
-0.140 0.565 -0.043
0.084 -0.209 0.052
-0.278 -0.485 -0.010
-0.050 -0.186 -0.010
0.240 0.175 0.036
0.166 0.205 0.148
-0.084 0.439 -0.257
-0.023 0.108 0.243
0.033 0.314 0.312
-0.007 0.138 0.135
-0.047 -0.282 -0.068
0.040 -0.274 -0.070
-0.054 0.011 -0.552
-0.216 -0.164 0.050
-0.419 -0.598 -0.087
-0.182 0.027 -0.036
0.257 -0.069 0.064
0.274 -0.062 0.104
0.345 0.401 -0.127
0.018 0.078 -0.322
0.141 -0.034 -0.387
-0.001 -0.002 -0.176
-0.210 0.013 0.197
-0.153 0.116 0.213
0.113 -0.145 0.357
0.102 -0.039 -0.143
0.511 -0.306 -0.086
0.191 -0.107 -0.023
-0.236 0.086 -0.106
-0.191 0.165 -0.110
-0.358 0.204 0.429
-0.367 -0.029 0.035
-0.215 -0.188 -0.225
-0.176 -0.038 -0.017
0.217 -0.098 0.043
0.280 -0.095 0.098
0.258 0.530 0.093
0.163 0.052 -0.156
0.295 0.326 -0.231
0.114 0.140 -0.107
-0.017 -0.247 0.120
-0.067 -0.270 0.048
-0.469 0.002 0.327
-0.168 0.143 0.200
-0.229 0.115 0.286
-0.096 0.050 0.146
0.106 0.071 -0.250
0.017 0.000 -0.275
0.301 -0.280 -0.090
-0.236 -0.078 -0.102
-0.406 0.044 -0.078
-0.202 -0.002 -0.023
0.250 -0.026 -0.110
0.257 -0.099 -0.077
0.459 0.180 0.443